Entry 1:
ORCA calculation (the ωB97M-V functional and the def2-TZVPD basis) on C24H27N3O5 in the gas phase.

```
59
Properties=species:S:1:pos:R:3
C 1.1836 1.3878 -3.4296
O 1.9843 0.4848 -2.8275
C 2.3370 0.6638 -1.5794
C 2.1004 1.7231 -1.0579
C 2.5225 2.0237 0.4280
C 2.2311 3.3804 1.1591
O 3.2168 4.1211 1.5199
N 1.0062 3.8721 1.0759
C -0.1664 2.9186 0.8211
C -1.2513 3.5213 0.3899
C -2.4468 2.5966 0.2079
C -2.5061 1.3257 0.6669
N -3.7839 0.8245 0.6909
C -4.3821 0.6309 -0.4549
C -4.2326 -0.5751 -1.4316
O -4.4620 -1.6620 -0.8152
C -3.4307 -1.8274 0.4307
C -3.7936 -0.6493 1.3632
C -1.2708 1.0630 1.2738
C -0.1443 1.6304 1.2115
C 3.2368 1.0003 1.1631
C 3.4827 -0.0757 0.2502
C 2.9245 -0.3089 -0.9807
O 3.1173 -1.5736 -1.5586
C 2.9939 -2.5023 -0.7376
C 1.7799 -2.6232 0.0752
C 1.7786 -3.1359 1.6756
C 2.9960 -3.7946 2.4305
N 0.6386 -2.9526 1.9066
O -0.1107 -2.3564 1.0761
C 0.6237 -2.4946 -0.1936
C -0.1025 -1.7910 -1.3911
H 1.0400 0.9305 -4.4794
H 0.1281 1.6872 -2.9496
H 1.7825 2.3707 -3.6558
H 1.4916 2.6287 -1.4492
H 0.8622 4.8058 1.6450
H -1.1631 4.4437 0.1598
H -3.2389 3.1004 -0.0916
H -4.4058 1.6782 -0.9596
H -5.3342 0.7449 -0.4365
H -4.8287 -0.7252 -2.3138
H -3.0580 -0.4347 -1.8374
H -3.9992 -2.6181 1.0043
H -2.4912 -1.7522 0.1489
H -3.1354 -0.7047 2.2609
H -4.9058 -0.4717 1.5095
H -1.3074 -0.1157 1.6016
H 0.6960 1.2070 2.1164
H 3.7788 1.4680 1.9442
H 4.0705 -1.0543 0.8766
H 2.9803 -3.3477 -1.7248
H 4.0701 -2.8028 -0.2024
H 3.3342 -4.5875 2.0080
H 3.8617 -2.7872 2.3944
H 2.5592 -3.8152 3.4896
H -0.5911 -0.7049 -0.9377
H -0.8722 -2.3343 -1.5489
H 0.6057 -1.6542 -1.9309
```

The energy above the lowest of the compared OMol25 structures with the same formula, charge and spin is 25.612 eV. Its HOMO energy is -8.18 eV. The calculation puts the total energy at -1470.3901 Ha. As for the frontier orbital gap: 8.73 eV. As for the SMILES: COc1cc(C(=O)Nc2ccc(N3CCOCC3)cc2)ccc1OCc1c(C)noc1C.

=====

Entry 2:
ORCA calculation (the ωB97M-V functional and the def2-TZVPD basis) on C24H27N3O5 in the gas phase.

```
59
Properties=species:S:1:pos:R:3
C 6.0003 -1.2038 4.1080
O 6.1128 -1.6080 2.7643
C 4.9992 -1.5820 1.9853
C 5.1922 -1.9760 0.6497
C 4.1480 -1.9864 -0.2400
C 2.8710 -1.6033 0.1780
N 1.8075 -1.5892 -0.6855
C 0.5282 -1.2010 -0.3748
O -0.3351 -1.2139 -1.2430
C 0.3165 -0.8132 1.0127
C -1.0714 -0.3730 1.3961
N -1.3636 0.9827 0.9716
C -0.8833 2.0537 1.8215
C 0.3351 2.8197 1.2732
C 0.1315 3.3675 -0.1492
C 0.9371 2.3942 -1.0057
C 2.0746 2.0499 -0.0493
O 1.4885 1.9798 1.2347
C -2.3905 1.2981 0.0974
O -2.9104 2.4014 0.1213
N -2.7279 0.2975 -0.7640
C -3.8055 0.2735 -1.6488
C -4.6564 1.3434 -1.8800
C -5.7041 1.2261 -2.7798
C -5.9079 0.0429 -3.4591
C -5.0720 -1.0423 -3.2333
C -4.0300 -0.9428 -2.3287
O -3.1736 -1.9640 -2.0070
C -3.2223 -3.1427 -2.7654
C 1.3423 -0.8277 1.8928
C 2.6615 -1.2144 1.5120
C 3.7384 -1.2085 2.4077
H 5.3196 -1.8540 4.6668
H 5.6608 -0.1663 4.1869
H 7.0021 -1.2883 4.5256
H 6.1853 -2.2654 0.3462
H 4.3077 -2.2862 -1.2652
H 1.9627 -1.8650 -1.6486
H -1.8027 -1.0535 0.9534
H -1.1711 -0.4277 2.4879
H -0.6162 1.6434 2.7979
H -1.6954 2.7780 1.9440
H 0.5319 3.6375 1.9832
H 0.5524 4.3710 -0.2261
H -0.9205 3.4068 -0.4138
H 0.3481 1.5052 -1.2309
H 1.2916 2.8340 -1.9350
H 2.8402 2.8413 -0.0644
H 2.5594 1.0931 -0.2520
H -2.0571 -0.4545 -0.9233
H -4.4877 2.2662 -1.3517
H -6.3556 2.0699 -2.9494
H -6.7182 -0.0517 -4.1666
H -5.2517 -1.9646 -3.7637
H -3.0888 -2.9411 -3.8332
H -2.3939 -3.7534 -2.4089
H -4.1630 -3.6843 -2.6134
H 1.1789 -0.5316 2.9189
H 3.5502 -0.8970 3.4224
```

The energy above the lowest of the compared OMol25 structures with the same formula, charge and spin is 1.870 eV. Its HOMO energy is -7.59 eV. The calculation puts the total energy at -1471.2626 Ha. As for the frontier orbital gap: 7.70 eV. As for the SMILES: COc1ccc2[nH]c(=O)c(CN(C[C@@H]3CCCO3)C(=O)Nc3ccccc3OC)cc2c1.

=====

Entry 3:
ORCA calculation (the ωB97M-V functional and the def2-TZVPD basis) on C24H27N4O5PRh as an isolated structure.

```
62
Properties=species:S:1:pos:R:3
Rh 0.2545 -0.1794 -0.5667
C 4.4273 -1.4364 -0.0395
O 5.0238 -0.1795 -0.3810
C 4.3605 0.8711 -0.8322
C 5.2126 1.9441 -1.2209
C 4.6778 3.0952 -1.7280
C 3.2924 3.2617 -1.8241
C 2.3831 2.2688 -1.3896
C 1.0320 2.5615 -1.4127
N 0.0167 1.6986 -1.0223
N -1.2229 2.1145 -1.1101
C -2.1082 1.1319 -0.9117
O -1.6923 -0.0875 -0.7230
C -3.5368 1.4013 -0.9630
C -4.0202 2.7057 -1.0914
C -5.3819 2.9341 -1.1420
C -6.2730 1.8705 -1.0738
C -5.7987 0.5701 -0.9512
C -4.4382 0.3345 -0.8907
C 2.9395 0.9895 -0.9236
O 2.2034 -0.0050 -0.5836
H 5.2605 -2.0892 0.2045
H 3.8682 -1.8436 -0.8789
H 3.7652 -1.3465 0.8176
H 6.2791 1.8007 -1.1238
H 5.3331 3.8892 -2.0584
H 2.8889 4.1767 -2.2379
H 0.7144 3.5440 -1.7452
H -3.3140 3.5227 -1.1510
H -5.7579 3.9437 -1.2398
H -7.3385 2.0551 -1.1101
H -6.4931 -0.2581 -0.9034
H -4.0513 -0.6694 -0.7846
N -0.8200 -0.2903 6.7329
C 0.2539 0.1537 6.0403
O 1.2654 0.5494 6.5802
C 0.1554 0.1366 4.5340
C -0.8910 -0.4089 3.8003
C -0.8268 -0.3886 2.4173
N 0.1986 0.1429 1.7576
C 1.2007 0.6814 2.4521
C 1.2179 0.6941 3.8315
H -0.7612 -0.2639 7.7368
H -1.6873 -0.5665 6.3149
H -1.7542 -0.8601 4.2701
H -1.6203 -0.8099 1.8119
H 2.0099 1.1169 1.8787
H 2.0414 1.1254 4.3833
C 1.0549 -2.4173 -3.0492
P -0.0912 -3.0040 -1.7743
C 0.1100 -4.7910 -1.6602
C -1.7677 -2.7200 -2.3855
O 0.1959 -2.3600 -0.4345
H 0.8414 -2.8615 -4.0209
H 2.0662 -2.6815 -2.7402
H 0.9744 -1.3303 -3.1180
H -0.0897 -5.2579 -2.6246
H -0.5878 -5.1742 -0.9162
H 1.1267 -5.0189 -1.3427
H -1.9741 -3.3658 -3.2393
H -1.8881 -1.6769 -2.6707
H -2.4592 -2.9436 -1.5738
```

Its HOMO energy (spin up / spin down) is -8.58 / -11.23 eV. The multiplicity is 5. The calculation puts the total energy at -1977.6446 Ha. As for the frontier orbital gap (spin up / spin down): 6.26 / 6.13 eV. Its charge is +1. The expectation value of S² is 6.04.

=====

Entry 4:
ORCA calculation (the ωB97M-V functional and the def2-TZVPD basis) on C24H27N6ReS3 as an isolated structure.

```
61
Properties=species:S:1:pos:R:3
Re 0.2480 0.6073 1.1470
C -0.6088 -2.1695 -0.5019
N 0.5405 -2.3660 -1.3168
C 0.4528 -2.3473 -2.7592
C 0.8503 -1.0412 -3.4614
N 0.1472 0.1178 -2.9369
C 0.6366 1.3790 -3.4913
C -1.2528 0.0220 -2.7960
C -2.0251 -0.7341 -3.6827
C -3.4017 -0.7920 -3.5670
C -4.0497 -0.0941 -2.5571
C -3.3029 0.6398 -1.6554
C -1.9121 0.6920 -1.7504
S -1.0969 1.7214 -0.5637
C 1.8007 -2.5216 -0.6760
C 2.2905 -3.8060 -0.4614
C 3.5072 -4.0101 0.1699
C 4.2570 -2.9227 0.5929
C 3.7792 -1.6373 0.4029
C 2.5462 -1.4340 -0.2089
S 1.9381 0.2166 -0.4067
H -0.6068 -2.8512 0.3525
H -1.5225 -2.3104 -1.0789
H -0.6785 -1.1269 -0.0711
H -0.5768 -2.5920 -3.0168
H 1.0955 -3.1340 -3.1686
H 0.6862 -1.1774 -4.5421
H 1.9193 -0.8595 -3.3239
H 0.6168 1.3598 -4.5892
H 1.6647 1.5530 -3.1750
H 0.0165 2.2014 -3.1456
H -1.5425 -1.2470 -4.5044
H -3.9693 -1.3693 -4.2852
H -5.1277 -0.1198 -2.4743
H -3.7885 1.1774 -0.8514
H 1.6939 -4.6469 -0.7941
H 3.8663 -5.0171 0.3369
H 5.2118 -3.0757 1.0781
H 4.3483 -0.7824 0.7462
C -1.8179 2.2163 4.6531
C -1.0889 2.0022 3.3747
N -0.8514 0.8102 2.9033
N -1.2243 -0.2492 3.6673
C -0.4481 -1.2766 3.5246
N -0.6826 -2.4127 4.1868
S 0.9862 -1.2287 2.4834
C -0.4481 3.0561 2.6186
C -0.5706 4.4120 2.8893
C 0.1900 5.3199 2.1763
C 1.0602 4.8543 1.1997
C 1.1122 3.4987 0.9489
N 0.3792 2.6141 1.6367
H -1.5268 1.4436 5.3614
H -2.8941 2.1198 4.4937
H -1.6098 3.1962 5.0733
H -1.4640 -2.4777 4.8181
H -0.0056 -3.1527 4.1613
H -1.2616 4.7468 3.6487
H 0.1041 6.3797 2.3727
H 1.6807 5.5335 0.6344
H 1.7302 3.0921 0.1607
```

The energy above the lowest of the compared OMol25 structures with the same formula, charge and spin is 0.943 eV. Its HOMO energy (spin up / spin down) is -10.39 / -10.40 eV. The multiplicity is 2. The calculation puts the total energy at -2531.9202 Ha. As for the frontier orbital gap (spin up / spin down): 5.64 / 5.46 eV. Its charge is +1. The expectation value of S² is 0.83.

=====

Entry 5:
ORCA calculation (the ωB97M-V functional and the def2-TZVPD basis) on C24H27N7O2S in the gas phase.

```
61
Properties=species:S:1:pos:R:3
C -0.9965 -4.0268 1.5438
C -1.7932 -3.4442 0.3817
C -1.0444 -2.2933 -0.2958
C -1.7415 -1.8066 -1.5892
O -1.1676 -1.9073 -2.6563
N -2.9624 -1.2988 -1.4028
C -3.7567 -0.6280 -2.4349
C -4.0690 -1.6160 -3.5605
C -2.9705 0.5704 -2.9740
C -5.0456 -0.1600 -1.7625
N -0.7581 -1.1675 0.6081
C -1.7144 -0.5562 1.3271
O -2.8792 -0.9164 1.3628
C -1.3084 0.6844 2.1422
N -0.4957 1.5933 1.4016
N -0.7999 2.0571 0.2149
N 0.1820 2.7824 -0.1763
C 1.1056 2.7496 0.8116
C 2.3808 3.3862 0.7524
C 2.9646 3.9702 -0.3383
C 4.2550 4.4553 -0.0599
C 4.6292 4.2364 1.2296
S 3.4171 3.4298 2.1385
N 0.6808 2.0007 1.8256
C 0.5918 -0.7221 0.5634
C 1.1168 -0.2173 -0.6531
N 2.3335 0.2161 -0.7787
C 3.1584 0.1867 0.2872
C 4.4684 0.6850 0.1429
C 5.3277 0.6701 1.2059
C 4.9199 0.1592 2.4490
C 3.6558 -0.3330 2.6188
C 2.7441 -0.3299 1.5457
C 1.4202 -0.8013 1.6538
H -1.5189 -4.8825 1.9634
H -0.0114 -4.3515 1.2140
H -0.8723 -3.2870 2.3317
H -1.9532 -4.2121 -0.3775
H -2.7652 -3.1091 0.7399
H -0.0659 -2.6698 -0.6152
H -3.3130 -1.2332 -0.4551
H -4.6578 -1.1284 -4.3325
H -3.1435 -1.9781 -3.9984
H -4.6290 -2.4647 -3.1738
H -2.6930 1.2398 -2.1617
H -3.5705 1.1196 -3.6942
H -2.0647 0.2257 -3.4647
H -4.8221 0.5327 -0.9540
H -5.6810 0.3456 -2.4843
H -5.5926 -1.0076 -1.3549
H -2.2442 1.1719 2.4345
H -0.7548 0.4059 3.0410
H 2.4735 4.0283 -1.2917
H 4.8784 4.9458 -0.7855
H 5.5498 4.5063 1.7077
H 0.4923 -0.1716 -1.5353
H 4.7560 1.0763 -0.8199
H 6.3305 1.0563 1.0981
H 5.6154 0.1622 3.2749
H 3.3359 -0.7227 3.5744
H 1.0723 -1.2063 2.5943
```

The energy above the lowest of the compared OMol25 structures with the same formula, charge and spin is 0.000 eV. Its HOMO energy is -8.72 eV. The calculation puts the total energy at -1862.7447 Ha. As for the frontier orbital gap: 8.74 eV. As for the SMILES: CC[C@@H](C(=O)NC(C)(C)C)N(C(=O)Cn1nnc(-c2cccs2)n1)c1cnc2ccccc2c1.

=====

Entry 6:
ORCA calculation (the ωB97M-V functional and the def2-TZVPD basis) on a 3-piece molecular cluster, C24H27O10P overall.

```
62
Properties=species:S:1:pos:R:3
O -0.9350 0.6564 1.6763
C -0.3770 1.2678 0.8041
O 0.9521 1.6710 1.0722
C -1.0619 1.6582 -0.5530
C -1.7397 0.4268 -1.2753
P -3.3114 -0.1417 -0.3131
C -4.7838 -0.7842 0.7047
C -6.0357 0.2193 0.7343
C -7.2991 -0.6125 0.2897
C -8.6048 0.2199 0.1157
C -8.9582 1.4244 0.8502
C -10.2531 2.0744 0.5852
C -11.2164 1.5494 -0.3844
C -10.8684 0.3381 -1.1216
C -9.5861 -0.2882 -0.8652
H 0.9319 2.4496 1.6622
H -0.2607 2.1120 -1.1960
H -1.8723 2.4217 -0.3679
H -1.0037 -0.4323 -1.2468
H -1.9587 0.6316 -2.3554
H -3.4894 1.1548 0.2748
H -3.9571 -0.5579 -1.5374
H -2.4879 -1.1605 0.3022
H -4.5075 -1.1074 1.7495
H -5.1328 -1.7333 0.1907
H -6.1715 0.4916 1.8200
H -5.8585 1.1541 0.1438
H -7.0552 -1.0493 -0.7228
H -7.4605 -1.4293 1.0425
H -8.2666 1.8400 1.6180
H -10.5730 3.0063 1.1140
H -12.1971 2.0242 -0.6025
H -11.5331 -0.1293 -1.8908
H -9.3361 -1.2136 -1.4400
O 3.1350 -1.8938 -0.8567
C 3.8022 -0.9220 -1.1590
C 5.0297 -1.0227 -1.9478
C 5.7385 0.0721 -2.2414
O 6.8692 -0.0004 -2.9695
C 5.3117 1.4271 -1.7775
O 5.9971 2.3939 -2.0529
C 4.0726 1.5314 -1.0095
C 3.3600 0.4376 -0.7176
O 2.2137 0.5126 -0.0124
H 5.3294 -2.0094 -2.2756
H 7.1933 0.9187 -3.0410
H 3.7658 2.5196 -0.6951
H 1.8983 -0.4103 0.0629
O 7.8615 0.1567 -0.3964
C 8.2710 -0.6064 0.4585
C 8.6222 -0.1689 1.8079
C 9.0827 -1.0457 2.7059
O 9.4103 -0.6684 3.9550
C 9.2577 -2.4915 2.3670
O 9.6974 -3.2517 3.2096
C 8.8839 -2.9325 1.0242
C 8.4203 -2.0559 0.1276
O 8.0680 -2.4363 -1.1152
H 8.4928 0.8795 2.0394
H 9.7150 -1.4818 4.4022
H 8.9988 -3.9833 0.7968
H 7.7701 -1.6205 -1.5670
```

The energy above the lowest of the compared OMol25 structures with the same formula, charge and spin is 8.148 eV. Its HOMO energy is -8.29 eV. The calculation puts the total energy at -2024.2919 Ha. As for the frontier orbital gap: 6.64 eV. As for the SMILES: O=C(O)CC[PH3]CCCc1ccccc1.O=C1C=C(O)C(=O)C=C1O.O=C1C=C(O)C(=O)C=C1O.